# C4H8O2

C4H8O2 as an isolated structure (ωB97M-V/def2-TZVPD, the Open Molecules 2025 dataset).

```
14
C4H8O2, DFT ωB97M-V/def2-TZVPD
O -0.441 -0.159 -2.136
C 0.179 -0.705 -0.958
C 0.094 -0.698 0.905
O -1.206 -0.889 1.291
C 0.077 0.933 0.005
C 0.515 0.656 1.388
H 0.010 0.661 -2.373
H 1.252 -0.863 -1.099
H -0.312 -1.682 -0.951
H -1.488 -1.742 0.934
H -0.948 1.268 -0.128
H 0.811 1.399 -0.650
H 1.578 0.768 1.592
H -0.122 1.052 2.178
```

Calculated values
* E_tot: -307.50302 a.u.
* total charge: 0
* highest occupied orbital energy: -7.98 eV

---

# C2H4N2O3

C2H4N2O3 in the gas phase in a non-equilibrium geometry (ωB97M-V/def2-TZVPD, the Open Molecules 2025 dataset).

```
11
C2H4N2O3, DFT ωB97M-V/def2-TZVPD
C -0.540 -0.615 1.693
N 0.176 -0.953 0.685
C 0.410 -1.045 -0.602
O 0.965 -1.829 -1.302
N 0.077 0.337 -1.168
O -1.138 0.822 -0.581
O 1.163 1.230 -1.081
H -0.028 0.038 2.432
H -1.552 -1.116 1.918
H -0.912 1.583 -0.028
H 1.379 1.546 -1.966
```

Calculated values
* SMILES: C=NC(=O)N(O)O
* E_tot: -413.66754 a.u.
* total charge: 0
* highest occupied orbital energy: -9.39 eV

---

# C11H15Br3CrO2Si

C11H15Br3CrO2Si as an isolated structure in a non-equilibrium geometry (ωB97M-V/def2-TZVPD, the Open Molecules 2025 dataset).

```
33
C11H15Br3CrO2Si, DFT ωB97M-V/def2-TZVPD
Cr -1.147 -1.906 -0.141
Br -3.436 -0.828 -1.477
C -2.177 -2.278 -1.807
Br -1.575 -3.966 0.955
H -1.620 -2.020 -2.706
H -2.738 -3.200 -1.911
C -1.005 0.409 2.539
Si -0.261 -1.307 2.487
C -0.903 -2.396 3.857
C 1.586 -1.412 2.317
H -0.760 0.830 3.520
H -2.091 0.393 2.451
H -0.595 1.056 1.766
H -0.573 -1.954 4.804
H -0.503 -3.405 3.783
H -1.990 -2.455 3.865
H 1.997 -1.226 3.316
H 2.003 -0.701 1.609
H 1.901 -2.411 2.014
Br 0.883 5.202 -4.241
C 0.940 3.608 -3.222
C 2.079 2.816 -3.263
C 2.114 1.656 -2.510
C 1.019 1.281 -1.736
C -0.117 2.082 -1.717
C -0.157 3.254 -2.454
C 1.104 0.015 -0.932
O 2.166 -0.533 -0.709
O -0.053 -0.403 -0.502
H 2.923 3.108 -3.872
H 2.993 1.026 -2.506
H -0.976 1.777 -1.136
H -1.033 3.887 -2.440
```

Calculated values
* multiplicity: 5
* E_tot: -9634.66084 a.u.
* total charge: 0
* highest occupied orbital energy (alpha / beta): -8.19 / -9.19 eV

---

# C4H9NO2

A 2-piece molecular cluster, C4H9NO2 overall in a non-equilibrium geometry (ωB97M-V/def2-TZVPD, the Open Molecules 2025 dataset).

```
16
C4H9NO2, DFT ωB97M-V/def2-TZVPD
C 0.807 2.050 0.365
N 0.210 0.947 0.411
C 0.637 -0.291 -0.110
C 1.744 -0.383 -0.884
C 0.174 -1.451 0.729
H 1.893 2.145 0.317
H 0.216 2.953 0.442
H 2.311 -1.295 -0.950
H 2.135 0.454 -1.439
H 0.634 -2.380 0.406
H -0.904 -1.550 0.604
H 0.383 -1.291 1.787
O -2.300 0.672 -0.522
O -2.896 -0.600 -0.344
H -1.206 0.408 -0.528
H -3.837 -0.389 -0.284
```

Calculated values
* SMILES: C=NC(=C)C.OO
* E_tot: -362.84474 a.u.
* total charge: 0
* highest occupied orbital energy: -8.73 eV

---

# C8H15AsBF6N2O3Pd

C8H15AsBF6N2O3Pd as an isolated structure (ωB97M-V/def2-TZVPD, the Open Molecules 2025 dataset).

```
37
C8H15AsBF6N2O3Pd, DFT ωB97M-V/def2-TZVPD
Pd 2.411 0.612 0.008
O 0.959 2.694 1.048
C 0.000 1.922 1.001
C -1.050 2.111 -0.081
C -1.582 0.826 -0.714
C -2.725 0.186 0.070
C -2.457 0.143 1.577
C -1.016 -0.227 1.901
N -0.107 0.917 1.905
H -0.540 2.715 -0.831
H -1.867 2.722 0.321
H -0.763 0.112 -0.824
H -1.919 1.046 -1.729
H -2.873 -0.831 -0.298
H -3.654 0.739 -0.115
H -3.120 -0.590 2.041
H -2.686 1.110 2.039
H -0.671 -1.006 1.221
H -0.958 -0.652 2.903
H 0.776 0.758 2.384
O 2.679 0.007 1.986
C 3.843 -0.274 2.431
O 4.913 -0.219 1.837
H 3.829 -0.601 3.494
F -0.978 -2.488 -0.628
As -0.195 -3.948 -0.079
F 0.110 -3.205 1.464
F 1.317 -3.373 -0.683
F 0.560 -5.412 0.492
F -0.525 -4.713 -1.606
F -1.733 -4.517 0.524
B 1.581 2.467 -4.319
C 1.850 1.788 -2.909
N 2.038 1.294 -1.884
H 0.489 3.005 -4.269
H 1.601 1.595 -5.167
H 2.461 3.287 -4.512
```

Calculated values
* multiplicity: 2
* E_tot: -3637.04450 a.u.
* total charge: -2
* highest occupied orbital energy (alpha / beta): -3.37 / -3.53 eV

---

# C5H11NO2

C5H11NO2 in the gas phase in a non-equilibrium geometry (ωB97M-V/def2-TZVPD, the Open Molecules 2025 dataset).

```
19
C5H11NO2, DFT ωB97M-V/def2-TZVPD
C -0.947 -0.543 1.324
C -0.525 0.061 -0.020
C -0.849 -0.776 -1.259
C -1.118 1.452 -0.129
O 0.900 0.305 0.017
C 1.769 -0.736 0.091
N 3.039 -0.518 -0.009
O 3.351 0.818 -0.029
H -2.050 -0.559 1.444
H -0.563 -1.572 1.434
H -0.461 0.031 2.124
H -1.926 -1.014 -1.324
H -0.297 -1.762 -1.217
H -0.443 -0.224 -2.108
H -0.729 1.928 -1.035
H -0.842 2.106 0.726
H -2.237 1.439 -0.199
H 1.462 -1.738 0.110
H 2.468 1.300 0.059
```

Calculated values
* SMILES: CC(C)(C)O/C=N\O
* E_tot: -402.27682 a.u.
* total charge: 0
* highest occupied orbital energy: -9.05 eV

---

# C3H6IN

A 2-piece molecular cluster, C3H6IN overall in a non-equilibrium geometry (ωB97M-V/def2-TZVPD, the Open Molecules 2025 dataset).

```
11
C3H6IN, DFT ωB97M-V/def2-TZVPD
C 0.275 -0.225 -0.265
C -0.918 -1.192 -0.436
C -0.100 0.777 0.762
N 1.236 -0.259 -0.980
I 2.969 2.209 -0.792
H -1.557 -0.548 -1.139
H -0.514 -2.109 -0.811
H -1.155 -1.391 0.577
H -1.178 0.739 1.037
H 0.377 1.671 0.482
H 0.566 0.328 1.565
```

Calculated values
* E_tot: -470.22965 a.u.
* total charge: 0
* highest occupied orbital energy (alpha / beta): -8.76 / -8.76 eV